Record 1
29
Properties=species:S:1:pos:R:3:forces:R:3 method="wB97M-V/def2-TZVPD" spin_multiplicity=1 lumo_energy_ev=2.76 homo_lumo_gap_ev=10.701 e_above_lowest_ev=0.690 total_charge=-1 e_tot_ev=-28195.7181
B 0.064 -0.360 -0.150 0.3 -0.8 -0.4
F -0.989 -0.898 -0.916 0.5 0.5 0.1
F 0.263 -1.087 1.019 -0.7 -0.1 1.0
F 1.309 -0.498 -0.805 -0.3 0.4 -0.6
F -0.221 0.980 0.100 -0.1 0.2 0.3
O 2.377 -2.806 0.342 0.0 -0.1 -0.1
H 1.832 -3.520 0.682 0.0 0.0 0.0
H 1.743 -2.171 -0.027 0.3 -0.2 0.0
O -0.198 1.533 -2.684 0.0 -0.2 -0.3
H 0.020 2.341 -2.216 0.0 0.0 0.1
H -0.067 0.835 -2.026 -0.1 0.4 -0.4
O 3.424 0.211 1.771 -0.1 0.1 0.1
H 3.159 1.101 1.509 0.0 0.0 -0.1
H 2.801 -0.373 1.323 0.1 -0.1 -0.1
O -2.569 -0.989 -3.361 -0.2 -0.1 -0.3
H -2.656 -0.104 -3.725 0.1 0.1 0.1
H -1.633 -1.192 -3.446 0.0 0.1 0.1
O -2.824 2.510 1.530 -0.2 0.2 0.1
H -1.939 2.882 1.474 0.1 -0.2 0.0
H -2.731 1.767 2.131 0.1 -0.1 -0.1
O 0.048 0.838 3.056 0.1 0.1 0.1
H 0.399 0.213 2.402 -0.2 0.1 0.2
H -0.745 0.411 3.388 0.0 -0.1 0.0
O 1.971 2.505 0.290 0.1 -0.1 0.3
H 1.262 1.882 0.535 0.2 0.4 -0.3
H 1.520 3.218 -0.166 0.0 0.0 0.0
O -1.977 -3.359 -0.933 -0.2 0.0 -0.1
H -1.827 -2.411 -1.104 0.0 -0.4 0.1
H -1.818 -3.458 0.008 0.1 0.1 0.0

=====

Record 2
32
Properties=species:S:1:pos:R:3:forces:R:3 method="wB97M-V/def2-TZVPD" spin_multiplicity=1 lumo_energy_ev=2.21 homo_lumo_gap_ev=9.994 e_above_lowest_ev=2.105 total_charge=-1 e_tot_ev=-30274.3038
B 0.701 -0.408 -0.633 -0.2 1.2 -1.5
F 0.596 -1.286 -1.666 -0.1 -1.7 -1.7
F -0.390 -0.527 0.148 -1.9 -0.4 2.1
F 1.869 -0.602 0.011 1.9 -0.3 1.5
F 0.666 0.884 -1.186 0.2 1.2 -0.3
O 6.230 -1.313 -2.254 0.3 -0.1 0.1
H 6.327 -0.390 -2.489 0.0 0.2 0.0
H 5.630 -1.665 -2.912 -0.3 -0.1 -0.1
O -2.699 -5.782 2.176 0.0 -0.3 0.1
H -3.595 -5.537 2.408 -0.2 0.1 0.1
H -2.386 -5.060 1.631 0.2 0.2 -0.1
O 4.115 5.549 -3.130 0.3 0.1 0.0
H 3.394 4.945 -2.953 -0.2 -0.2 0.1
H 3.771 6.144 -3.797 -0.1 0.1 -0.1
O 4.303 2.625 3.175 0.1 0.2 0.2
H 3.624 1.965 3.321 -0.2 -0.1 -0.1
H 4.961 2.179 2.642 0.1 -0.1 -0.2
O -2.650 2.023 2.987 -0.2 0.2 0.0
H -2.022 1.367 2.684 0.3 -0.2 -0.3
H -3.012 1.654 3.793 -0.1 -0.1 0.2
O 2.905 -4.187 2.915 0.1 -0.3 0.1
H 3.046 -3.707 3.731 0.0 0.1 0.2
H 2.866 -3.508 2.241 -0.1 0.2 -0.3
O -2.155 3.695 -3.317 -0.1 0.3 -0.2
H -1.336 3.262 -3.079 0.3 -0.2 0.2
H -2.839 3.094 -3.021 -0.2 -0.2 0.1
O -5.512 -2.775 -0.403 -0.1 0.2 0.2
H -4.891 -3.125 -1.042 0.3 0.0 -0.2
H -6.278 -3.344 -0.477 -0.2 -0.1 0.0
O -5.245 1.562 -0.710 -0.2 0.2 -0.2
H -4.584 1.643 -0.022 0.3 0.1 0.2
H -5.411 0.621 -0.773 0.0 -0.3 0.0

=====

Record 3
41
Properties=species:S:1:pos:R:3:forces:R:3 method="wB97M-V/def2-TZVPD" s2=0.76 spin_multiplicity=2 lumo_energy_ev="-0.42 / -8.22" homo_lumo_gap_ev="9.753 / 1.957" e_above_lowest_ev=0.623 total_charge=0 e_tot_ev=-36507.8520
B 0.258 0.035 0.304 0.8 -1.9 0.5
F 1.329 0.671 0.995 -0.4 0.3 -1.1
F 0.329 -1.348 0.483 0.5 0.7 -0.1
F -0.922 0.410 0.850 -2.5 1.4 1.9
F 0.111 0.424 -1.010 1.0 0.7 -0.9
O -2.997 1.761 -0.689 -0.2 -0.2 -0.4
H -3.162 2.646 -0.363 -0.2 0.4 0.3
H -2.323 1.412 -0.106 0.6 -0.3 0.3
O 1.379 3.010 -0.599 -0.1 0.1 -0.7
H 1.373 2.226 -0.049 0.4 -0.6 0.5
H 2.148 3.500 -0.309 0.3 0.3 0.2
O -0.139 -1.308 -2.895 -0.4 -0.3 -0.6
H 0.282 -0.863 -3.631 0.2 0.0 -0.3
H -0.240 -0.627 -2.230 0.5 0.4 0.3
O 0.673 -3.373 -1.183 0.1 -0.9 0.1
H 0.383 -2.829 -1.916 0.0 0.2 -0.3
H 0.733 -2.767 -0.444 0.1 0.1 0.0
O -1.632 -3.970 1.022 -0.3 -0.1 0.5
H -1.718 -3.103 0.627 0.1 0.1 -0.3
H -0.942 -4.398 0.515 0.3 0.0 -0.4
O -2.477 -2.042 -1.702 -0.7 0.0 0.9
H -3.186 -2.078 -2.344 -0.2 -0.1 -0.1
H -1.764 -1.594 -2.156 0.4 -0.1 -0.5
O 1.859 -0.491 3.249 1.0 -0.9 0.6
H 1.010 -0.217 3.595 -0.7 0.4 0.5
H 1.880 -0.141 2.358 0.3 0.1 -0.6
O -3.416 -1.080 1.166 -0.6 0.2 0.6
H -3.324 -1.424 0.277 0.2 -0.5 -1.1
H -2.732 -0.415 1.238 0.6 0.3 0.1
O -0.786 3.739 0.755 -0.9 -0.1 0.7
H -0.827 4.520 0.203 0.1 0.4 -0.3
H -0.365 3.078 0.205 0.4 -0.1 -0.4
O -0.413 0.861 3.888 0.1 0.0 0.3
H -0.428 1.157 2.978 -0.1 0.2 -0.4
H -1.005 0.109 3.906 -0.4 -0.2 0.1
O 2.696 0.681 -2.058 0.1 -0.3 -0.1
H 1.952 1.213 -1.777 -0.4 0.3 -0.1
H 3.319 1.311 -2.421 0.2 0.2 -0.2
O 4.367 0.299 0.122 0.3 0.1 0.7
H 5.114 0.558 -0.417 0.2 0.0 -0.1
H 3.605 0.447 -0.438 -0.3 -0.2 -0.4